(1)
Density functional theory data (the ωB97M-V functional and the def2-TZVPD basis) for a 13-piece molecular cluster, C18H62O13 overall at a distorted geometry.

Cartesian coordinates (Å):
C 13.8370 10.4750 21.8590
C 12.3850 10.7940 22.1290
O 11.8960 9.7810 22.9630
H 13.8570 9.6030 21.3010
H 14.4820 10.5010 22.6580
H 14.2020 11.3420 21.2990
H 11.7890 10.8240 21.2320
H 12.2520 11.7780 22.6070
H 12.5610 9.4970 23.6020
C 14.2610 14.6280 18.2990
C 14.4340 13.1740 18.7680
O 13.2820 12.4590 18.4450
H 13.8830 14.7170 17.2780
H 15.2090 15.1180 18.3790
H 13.4970 15.0700 18.9380
H 14.6210 13.0420 19.8410
H 15.2590 12.7560 18.1690
H 13.5060 11.6070 18.1300
C 12.9360 7.3260 19.4820
C 11.7210 7.9340 20.2060
O 10.6950 7.0550 19.8630
H 13.7490 8.0340 19.4510
H 12.6490 7.0740 18.4740
H 13.3060 6.3710 19.9960
H 11.3390 8.8850 19.8840
H 11.8310 8.0270 21.2460
H 10.0330 7.1560 20.5310
C 15.8620 10.2470 18.6980
C 17.0210 10.6510 19.6100
O 17.4670 11.9050 19.3210
H 14.8810 10.3890 19.0970
H 15.9300 9.2000 18.5760
H 16.0150 10.5980 17.7040
H 17.9010 10.0570 19.3070
H 16.7920 10.4050 20.6500
H 18.1580 11.9210 18.6300
C 12.7360 6.8480 23.8970
C 13.6970 7.4690 24.8870
O 13.9230 8.7730 24.4900
H 13.1210 6.8360 22.8840
H 11.7820 7.3890 23.9190
H 12.4110 5.9010 24.1500
H 14.6500 6.9650 24.8870
H 13.3570 7.4240 25.9600
H 14.7870 9.0450 24.7400
C 8.9860 11.5170 21.9280
O 8.8830 12.7720 21.2520
H 9.5500 11.5780 22.8190
H 9.4940 10.7510 21.3480
H 8.0410 11.1040 22.2050
H 9.7310 13.0770 20.9250
C 11.6360 12.3130 25.4080
O 12.2040 13.2610 24.5520
H 11.9050 11.2040 25.0710
H 10.5630 12.4450 25.4220
H 11.9790 12.4600 26.3960
H 13.1560 13.0890 24.5730
C 12.1560 14.1760 21.2260
O 11.5320 13.3630 20.2950
H 11.6140 14.3360 22.1320
H 12.3180 15.1770 20.7150
H 13.1060 13.6340 21.4240
H 12.1950 13.0000 19.7250
C 10.3370 11.5290 18.2770
O 9.6090 10.7680 17.3900
H 10.7040 11.0370 19.1810
H 9.6510 12.3550 18.5460
H 11.1520 12.0340 17.7390
H 9.7420 11.0950 16.4820
C 17.0550 10.9590 24.9000
O 15.7100 10.8120 24.8300
H 17.6090 10.8540 23.9740
H 17.4490 10.1350 25.5280
H 17.3210 11.8860 25.4070
H 15.2970 11.6000 24.4390
C 8.3860 8.2260 22.9600
O 9.6090 8.1280 22.2210
H 8.2780 7.3790 23.5710
H 7.5110 8.4970 22.3600
H 8.5100 9.0650 23.6350
H 10.2450 8.7720 22.5340
C 16.4840 7.9070 23.1220
O 17.1820 6.7180 23.1430
H 16.4790 8.3300 24.1590
H 15.4830 7.6920 22.8130
H 17.0180 8.5960 22.4540
H 18.1110 6.8560 23.1110
C 10.5340 8.8890 25.9160
O 10.1010 7.6030 26.2540
H 11.6100 9.0320 26.0230
H 10.1470 9.5640 26.6600
H 10.2050 9.2270 24.9610
H 9.4910 7.7160 27.0110

## Properties
2S+1: 1
Total charge: 0

***

(2)
Density functional theory data (the ωB97M-V functional and the def2-TZVPD basis) for C32H46Cl2MoO5P4 as an isolated structure at a distorted geometry.

Cartesian coordinates (Å):
P 0.4262 1.9470 -1.8739
C 0.3802 1.8535 -3.6495
C -0.5356 2.6548 -4.3472
H -1.2551 3.2571 -3.7856
C -0.4901 2.6583 -5.7345
H -1.1730 3.3128 -6.2788
C 0.4261 1.8460 -6.4138
H 0.4647 1.8653 -7.4968
C 1.3005 1.0100 -5.7026
H 2.0122 0.3726 -6.2298
C 1.2712 0.9991 -4.3134
H 1.9265 0.3400 -3.7328
C -1.0882 2.6587 -1.2244
C -2.3233 2.0231 -1.4548
H -2.3589 1.0898 -2.0229
C -3.5025 2.5953 -0.9748
H -4.4516 2.0929 -1.1467
C -3.4711 3.8186 -0.2962
H -4.3884 4.2763 0.0514
C -2.2413 4.4517 -0.0759
H -2.2016 5.4034 0.4395
C -1.0519 3.8706 -0.5195
H -0.0953 4.3699 -0.3498
C 1.8985 2.8297 -1.3622
C 2.2443 3.9488 -2.1360
H 1.5940 4.2429 -2.9646
C 3.3929 4.6751 -1.8396
H 3.6308 5.5496 -2.4392
C 4.2154 4.2794 -0.7777
H 5.1062 4.8551 -0.5461
C 3.8802 3.1544 -0.0156
H 4.5140 2.8457 0.8146
C 2.7205 2.4240 -0.2976
H 2.4577 1.5431 0.2979
Mo 0.2557 -2.0695 0.2600
C -0.4671 -1.6857 2.1480
C -0.8040 -0.3667 2.2727
H -0.6261 -2.3743 2.9944
C -0.5691 0.5738 1.0872
O 0.2278 1.6542 1.6515
H 0.5531 2.2687 0.9599
C 0.1002 -0.0983 -0.0954
H -1.5826 0.9304 0.7940
C 0.5266 0.2668 -1.3226
Cl 1.0791 -3.1050 -1.7408
P 2.4775 -2.4892 1.2092
P -1.9818 -2.8870 -0.4308
C 3.3777 -3.9819 0.7227
H 3.3639 -4.0516 -0.3709
H 2.8737 -4.8679 1.1305
H 4.4156 -3.9439 1.0865
C 3.5679 -1.1383 0.6619
H 3.3420 -0.2204 1.2218
H 3.4074 -0.9425 -0.4067
H 4.6256 -1.3964 0.8212
C 2.6277 -2.4864 3.0128
H 2.0403 -3.3226 3.4171
H 2.2258 -1.5471 3.4148
H 3.6762 -2.5955 3.3325
C -2.2556 -4.6337 -0.8121
H -2.3426 -5.2335 0.1047
H -1.3818 -5.0004 -1.3652
H -3.1617 -4.7595 -1.4261
C -3.3521 -2.4629 0.6843
H -3.3552 -1.3829 0.8927
H -3.2038 -2.9948 1.6344
H -4.3306 -2.7436 0.2654
C -2.4191 -2.0289 -1.9800
H -1.5488 -2.0092 -2.6484
H -2.7190 -0.9928 -1.7714
H -3.2497 -2.5433 -2.4856
P -1.4346 0.4562 3.7655
C -2.0697 -0.7951 4.8694
C -2.7440 1.5601 3.2168
H -1.2514 -1.4560 5.1878
H -2.8378 -1.3909 4.3572
H -2.5170 -0.3254 5.7614
H -2.3350 2.3497 2.5689
H -3.2395 2.0336 4.0789
H -3.4894 0.9884 2.6464
C -0.1715 1.4340 4.5783
H 0.7015 0.8043 4.7939
H -0.5535 1.8512 5.5257
H 0.1419 2.2543 3.9189
H 0.9129 -0.5044 -2.0033
O 1.2811 -6.5478 2.4299
Cl 0.4606 -6.3877 1.2476
O 1.1277 -6.8744 0.0467
O -0.8677 -6.9844 1.4043
O 0.2380 -4.9183 1.0803

## Properties
2S+1: 3
<S²>: 2.05
Total charge: +2

***

(3)
Density functional theory data (the ωB97M-V functional and the def2-TZVPD basis) for C38H49AlAsN3O8SSbSi3 as an isolated structure.

Cartesian coordinates (Å):
Al -0.7968 0.2852 -0.3160
C 2.9869 0.3830 0.7123
Sb 1.9263 2.2510 0.9121
C 0.0171 1.2387 1.2635
C 0.3640 0.4529 2.4981
C -0.2966 -0.7238 2.8818
C 0.0577 -1.3669 4.0482
C 1.0673 -0.8365 4.8444
C 1.6706 0.3266 4.4087
N 1.3345 0.9504 3.2827
Si -1.2859 2.4873 1.9153
C -0.4305 3.8392 2.9255
C -2.3312 3.3404 0.5995
C -2.4378 1.6492 3.1484
C 1.9878 2.9632 -1.2639
C 0.9383 2.5144 -2.2504
C 1.0236 2.9790 -3.5658
C 0.1198 2.5812 -4.5344
C -0.9299 1.7584 -4.1915
C -0.9908 1.3992 -2.8616
N -0.1085 1.7211 -1.9117
Si 1.8070 4.8624 -1.0400
C 0.0024 5.2774 -0.7871
C 2.3618 5.9693 -2.4688
C 2.7720 5.5634 0.4185
Si 3.7359 2.5436 -1.9330
C 3.9929 0.7471 -2.3605
C 5.0295 3.1435 -0.6921
C 4.2475 3.3704 -3.5578
H 3.0081 -0.0515 1.7095
H 4.0111 0.5402 0.3831
H 2.4616 -0.2898 0.0355
H -1.0748 -1.1197 2.2526
H -0.4486 -2.2814 4.3342
H 1.3768 -1.3100 5.7661
H 2.4694 0.7864 4.9832
H 0.0893 4.5748 2.3079
H 0.3020 3.4110 3.6135
H -1.1824 4.3741 3.5138
H -1.9212 3.2341 -0.4050
H -2.4252 4.4068 0.8172
H -3.3225 2.8885 0.5859
H -1.9777 1.6169 4.1396
H -2.7065 0.6322 2.8689
H -3.3654 2.2226 3.2202
H 1.8350 3.6341 -3.8304
H 0.2382 2.9180 -5.5566
H -1.6534 1.3769 -4.8964
H -2.5393 0.1922 -2.9757
H -0.6197 4.9271 -1.6132
H -0.1140 6.3620 -0.7115
H -0.3863 4.8382 0.1293
H 1.8982 5.7434 -3.4290
H 3.4448 5.9909 -2.5978
H 2.0537 6.9815 -2.1896
H 2.2995 5.3418 1.3744
H 2.8160 6.6500 0.2983
H 3.7965 5.1914 0.4663
H 4.2636 0.1358 -1.5012
H 4.8133 0.6936 -3.0826
H 3.1140 0.3112 -2.8468
H 4.7190 3.0799 0.3514
H 5.2987 4.1828 -0.8966
H 5.9350 2.5413 -0.8062
H 3.7906 2.8745 -4.4150
H 5.3282 3.2118 -3.6375
H 4.0660 4.4414 -3.6353
O 2.1379 -2.5999 -1.4679
As 0.6982 -1.9762 -2.3433
O 1.2590 -1.1533 -3.6371
O 0.1405 -0.9788 -1.0557
C -0.0337 -3.7721 -2.6156
C 0.6717 -4.9396 -2.3487
C 0.0778 -6.1545 -2.6565
C -1.1938 -6.2020 -3.2249
C -1.8842 -5.0337 -3.5041
C -1.2829 -3.8238 -3.1962
S -1.8555 -2.1313 -3.4186
O -1.9403 -1.8744 -4.8711
O -3.1870 -2.0593 -2.7657
O -1.9944 0.6814 -2.3356
H 2.8727 -2.0381 -1.7443
H 1.6536 -4.8887 -1.9002
H 0.6065 -7.0772 -2.4496
H -1.6432 -7.1618 -3.4515
H -2.8711 -5.0539 -3.9500
O -4.6934 0.2803 0.4338
C -3.5593 -0.1301 0.3118
O -2.5011 0.6087 0.1608
C -3.2446 -1.6064 0.4176
C -4.2739 -2.5713 0.4552
C -3.9176 -3.8808 0.5156
C -2.5454 -4.2342 0.5693
C -2.0944 -5.5722 0.6489
C -0.7597 -5.8479 0.7386
C 0.1860 -4.7992 0.7537
C -0.2162 -3.4980 0.6618
C -1.5940 -3.1933 0.5592
N -1.9749 -1.8888 0.4686
H -5.2986 -2.2368 0.3947
H -4.6651 -4.6660 0.5120
H -2.8265 -6.3716 0.6383
H -0.4201 -6.8746 0.7944
H 1.2421 -5.0305 0.8146
H 0.4954 -2.6830 0.6381

## Properties
2S+1: 1
Total charge: -1

***

E, record by record: -1700.83279; -3976.35190; -6229.12071 Eh
Energy relative to the best compared isomer or geometry (same formula, charge and spin), record by record: 759.2; 0.0; 33.5 kJ/mol